Entry 1:
Density functional theory data (ωB97M-V/def2-TZVPD) for a 18-piece molecular cluster, C21H79N35O18 overall.

Kohn-Sham gap: 7.7 eV
M: 1110.1 g/mol
HOMO energy: -8.49 eV
spin multiplicity: 1

Last column: Mulliken charge in e.
Atoms and positions in Å:
1 C 1.42816 0.11969 5.35961  -1.3176
2 C 0.42301 1.33680 5.02030  0.2201
3 C 1.06224 2.54792 4.19595  0.1989
4 O 0.11234 3.46606 3.85296  -0.1650
5 C -0.31171 4.42008 4.83000  -1.0254
6 N -0.76274 0.95265 4.29394  -0.5229
7 H 2.33360 0.51411 5.82082  0.4365
8 H 1.70755 -0.54925 4.54564  0.0863
9 H 1.15088 -0.57316 6.15409  0.4212
10 H 0.15744 1.68198 6.01952  0.2447
11 H 1.41797 2.04834 3.29485  -0.7258
12 H 1.85843 3.07716 4.71949  0.6551
13 H -0.95425 3.90191 5.54186  0.3849
14 H -1.00153 5.16520 4.43371  0.2914
15 H 0.46835 4.93666 5.38924  0.3534
16 H -0.95184 1.80996 3.79459  0.2485
17 H -0.48190 0.28775 3.58743  -0.0658
18 C 1.16487 -3.97411 -1.27860  0.4380
19 O 1.36757 -2.80169 -1.53261  -0.6804
20 N -0.01768 -4.52134 -1.33023  -0.1788
21 N 2.12082 -4.77585 -0.95616  -0.3770
22 H -0.83080 -3.99348 -1.61359  0.0522
23 H -0.13137 -5.48634 -1.05466  0.2153
24 H 1.91848 -5.76397 -0.90354  0.1200
25 H 3.02680 -4.45508 -0.64566  0.1588
26 C 4.31912 1.76794 -1.32545  0.5406
27 O 4.19783 0.55775 -1.46463  -0.8914
28 N 3.77679 2.68697 -2.05331  -0.3109
29 N 5.13043 2.36234 -0.48648  -0.4394
30 H 4.12351 3.61442 -1.85404  0.1353
31 H 3.12684 2.54353 -2.81298  0.1731
32 H 5.10297 3.37163 -0.46034  0.1437
33 H 5.75847 1.77177 0.03972  0.2545
34 C -3.67896 2.76523 -2.82292  0.5266
35 O -3.82800 2.19837 -3.88222  -0.7809
36 N -2.64246 2.77073 -2.09693  0.4301
37 N -4.48455 3.60469 -2.31758  -0.3426
38 H -2.69645 2.95538 -1.10542  -0.2368
39 H -1.74520 2.61164 -2.53250  -0.1791
40 H -5.44182 3.40759 -2.57232  0.2792
41 H -4.25170 4.00025 -1.41791  0.2266
42 C 3.24676 -0.03632 -4.79546  0.7292
43 O 2.72396 -0.32357 -5.89217  -0.8646
44 N 2.79943 -0.47464 -3.66392  0.5573
45 N 4.19602 0.80330 -4.70525  -0.2363
46 H 1.98618 -1.07112 -3.71811  -0.0804
47 H 3.10408 -0.06090 -2.79438  -0.1197
48 H 4.55624 1.37384 -5.45679  0.2457
49 H 4.47170 1.02940 -3.76027  0.0033
50 C -3.44414 -2.01428 3.93024  0.6531
51 O -2.44649 -2.64944 3.74391  -0.7728
52 N -3.50205 -1.05636 4.76879  -0.4071
53 N -4.59412 -2.26926 3.40031  -0.3911
54 H -2.63323 -0.95388 5.27352  0.2046
55 H -4.35138 -0.60158 5.07198  0.1649
56 H -5.43135 -1.76306 3.65110  0.1847
57 H -4.45489 -2.80323 2.55438  0.1053
58 C 0.28590 2.99161 -1.40388  0.2079
59 O 0.44313 4.01906 -2.02739  -0.7955
60 N 0.38673 1.83615 -1.90019  1.2354
61 N 0.05158 2.90661 -0.12285  0.8825
62 H 0.20988 1.87783 -2.89371  0.0636
63 H -0.26252 1.25472 -1.38978  -0.5905
64 H -0.08422 2.07932 0.44040  -0.4444
65 H -0.09536 3.76344 0.39131  0.0756
66 C 4.60370 -2.02588 1.48590  0.4303
67 O 4.98822 -2.89915 0.70676  -0.8416
68 N 4.51087 -2.07200 2.77965  -0.1537
69 N 4.06614 -0.94318 1.02191  0.9104
70 H 4.79274 -2.89302 3.29596  0.2677
71 H 4.27616 -1.25446 3.32430  0.0591
72 H 4.15309 -0.75322 0.03375  -0.5015
73 H 3.80620 -0.20776 1.66354  -0.0851
74 C 4.74917 2.08926 3.00278  0.4395
75 O 4.19379 1.00127 3.02617  -0.6471
76 N 4.14388 3.14237 2.69523  -0.2137
77 N 5.96486 2.30272 3.43681  -0.4776
78 H 3.26648 3.03214 2.20725  0.0838
79 H 4.70289 3.94282 2.43661  0.2650
80 H 6.33626 3.23533 3.54816  0.1236
81 H 6.54026 1.54067 3.76588  0.2482
82 C 5.38594 -3.89263 -2.62391  0.5582
83 O 5.50612 -4.29640 -3.76859  -0.7401
84 N 5.52943 -4.58746 -1.54074  -0.3557
85 N 5.03194 -2.66224 -2.27158  -0.2365
86 H 5.37862 -4.20499 -0.61821  0.3566
87 H 5.75031 -5.56602 -1.65795  0.1468
88 H 4.53693 -2.10366 -2.95207  0.0441
89 H 5.05147 -2.44039 -1.28644  0.3245
90 C -4.19186 0.59688 0.25778  0.3329
91 O -3.92647 -0.28676 -0.55172  -0.3657
92 N -3.50397 1.08007 1.18613  0.2284
93 N -5.31878 1.23985 0.14005  -0.3573
94 H -3.95018 1.64663 1.89324  0.1842
95 H -2.58015 0.69154 1.31148  -0.5417
96 H -5.45135 2.12802 0.60231  0.1233
97 H -5.85513 0.90294 -0.64666  0.3304
98 C 1.14554 -3.88674 2.86816  0.4157
99 O 1.99360 -4.77395 2.66850  -0.7861
100 N 1.28694 -2.69275 2.46371  0.5983
101 N 0.04640 -4.08180 3.53008  -0.1591
102 H 2.08307 -2.63692 1.84472  -0.3033
103 H 0.48936 -2.11040 2.25195  0.0552
104 H -0.49059 -3.22678 3.55635  -0.0118
105 H -0.16570 -5.03995 3.76894  0.2354
106 C -0.49705 1.24040 -5.85231  0.8397
107 O -0.05105 1.28968 -4.73809  -0.8062
108 N 0.17460 0.98531 -6.92380  -0.3938
109 N -1.72447 1.46393 -6.13186  -0.2373
110 H 1.17140 0.85259 -6.82953  0.2220
111 H -0.35264 0.99795 -7.78517  0.1072
112 H -1.95520 1.46933 -7.11514  0.1556
113 H -2.45856 1.66427 -5.46772  0.1422
114 C 0.06258 -0.16440 0.42536  -0.0675
115 O -0.15840 0.49425 1.41436  -0.2960
116 N 1.20439 -0.27991 -0.18863  2.6055
117 N -0.79221 -0.93635 -0.16602  2.4433
118 H 1.27704 -0.92990 -0.95827  -1.3806
119 H 2.04586 0.18077 0.12726  -0.6372
120 H -1.76706 -0.72766 -0.00413  -0.5781
121 H -0.54209 -1.31455 -1.06852  -1.0187
122 C -1.40937 -1.57344 -3.24746  -0.0077
123 O -1.70547 -2.49233 -2.54125  -0.7029
124 N -0.23730 -1.52400 -3.86745  -0.0944
125 N -1.98625 -0.40176 -3.42121  0.3104
126 H 0.41471 -2.22792 -3.55207  -0.1277
127 H 0.08156 -0.68634 -4.33302  0.0260
128 H -2.96485 -0.43039 -3.17296  0.0880
129 H -1.53348 0.40534 -3.82579  -0.3154
130 C -3.39083 -4.48100 0.47794  0.3413
131 O -4.14098 -5.23913 1.02778  -0.7295
132 N -3.33407 -4.18335 -0.83206  0.0387
133 N -2.49693 -3.69317 1.09962  0.3617
134 H -2.99782 -3.36063 -1.31183  -0.0456
135 H -3.83121 -4.78787 -1.47042  0.2269
136 H -2.10095 -3.05704 0.42239  -0.1800
137 H -2.40644 -3.59355 2.10061  0.2879
138 C -2.59399 5.01032 0.63738  0.4012
139 O -3.57413 4.38326 0.33154  -0.7262
140 N -2.09156 4.99067 1.83355  -0.2259
141 N -1.85794 5.60911 -0.26049  -0.2397
142 H -1.32892 5.59474 2.10481  0.1360
143 H -2.46963 4.31885 2.48610  0.1198
144 H -1.13124 6.20501 0.10952  0.1899
145 H -2.29534 5.82282 -1.14543  0.2353
146 C -7.01227 -1.76453 -1.43608  0.5923
147 O -7.94921 -1.66388 -2.28663  -0.7551
148 N -7.19613 -1.21001 -0.23902  -0.3292
149 N -5.85894 -2.33174 -1.55237  0.0041
150 H -8.10474 -0.79682 -0.08475  0.2101
151 H -6.43052 -1.29532 0.41417  0.1585
152 H -5.64943 -3.07100 -2.20788  0.1917
153 H -5.13232 -2.01499 -0.92643  -0.1306


Entry 2:
Density functional theory data (ωB97M-V/def2-TZVPD) for C21H95BBr2F5N4O36P as an isolated structure.

Kohn-Sham gap: 8.1 eV
M: 1276.6 g/mol
HOMO energy: -9.03 eV
spin multiplicity: 1

Last column: Mulliken charge in e.
Atoms and positions in Å:
1 C -3.54200 1.03990 -0.55444  -0.4380
2 C -4.05119 0.00768 0.46481  -0.5967
3 Br -5.85310 0.43509 1.11583  -0.1447
4 C -3.38266 -1.11375 0.85325  -0.8610
5 Br -4.46862 -2.25434 1.99032  0.0415
6 C -1.91453 -1.46867 0.31687  2.5168
7 C -2.47609 -2.07344 -1.03737  -2.3988
8 C -1.62752 -2.72257 -2.16488  -0.6214
9 C -1.98770 -2.09032 -3.59667  -0.2789
10 C -0.74236 -2.32117 -4.53249  -1.2131
11 C 0.11770 -1.02176 -4.74736  0.5983
12 N 0.36115 -0.71762 -6.18133  -0.8651
13 N -0.95016 -0.31126 0.26043  1.3837
14 B -0.28795 -0.01908 -1.10640  0.4354
15 O -0.69986 1.05508 -1.92830  -0.8229
16 O 0.82997 -0.74240 -1.54461  -1.2766
17 C 0.01357 -0.11000 1.42981  0.6528
18 C -0.79083 0.27908 2.74003  0.6796
19 C -1.20935 1.75669 2.98362  -1.5404
20 O -0.63585 2.38997 3.84236  -0.6755
21 N -2.30857 2.40090 2.28660  1.1389
22 C -3.49144 2.11972 3.18308  -1.1292
23 C -2.15065 3.89028 2.36883  -0.6370
24 C 1.20476 0.87301 1.33709  1.2727
25 F 1.70716 0.96693 2.61914  0.1690
26 F 2.31915 0.44201 0.64970  -0.3086
27 C 1.05095 2.36625 0.84911  0.4240
28 F 1.94876 2.67122 -0.13159  -0.2570
29 F -0.14400 2.75415 0.37423  -0.1625
30 F 1.36455 3.25065 1.85429  -0.1203
31 C 0.29432 -1.66540 1.73991  -1.2940
32 C 1.71981 -2.28500 1.51338  -0.8681
33 C 2.66615 -1.88698 2.74433  0.6454
34 N 3.97250 -1.30772 2.31230  -0.7144
35 C -1.03564 -2.46080 1.24556  2.6035
36 P -0.59772 -4.15710 0.46260  0.1195
37 O -1.78860 -4.91854 -0.01384  -0.7871
38 C -1.55348 -3.03182 2.59972  -0.8444
39 O -1.70800 -4.25472 2.77171  -1.1708
40 O -1.89405 -2.32800 3.62186  -0.6266
41 H -4.39291 1.67104 -0.91038  0.7100
42 H -3.08353 0.62994 -1.47244  -0.1613
43 H -2.88022 1.76553 -0.00913  -0.2461
44 H -3.17532 -1.38267 -1.56980  0.6885
45 H -3.17943 -2.86740 -0.66782  0.9131
46 H -0.52392 -2.69477 -2.10773  -0.1307
47 H -1.89887 -3.79979 -2.27311  0.7288
48 H -2.79781 -2.72051 -4.00646  0.4018
49 H -2.27534 -1.01790 -3.49585  0.3938
50 H -1.06082 -2.67730 -5.53787  0.3572
51 H -0.07913 -3.12637 -4.12965  0.2989
52 H -0.45087 -0.16628 -4.29595  -0.0567
53 H 1.10647 -1.10949 -4.24474  0.0556
54 H 0.85052 0.18420 -6.19384  0.2691
55 H -0.55374 -0.52679 -6.59504  0.2883
56 H -1.40718 0.62055 0.38949  -0.2438
57 H -1.28919 0.67571 -2.60738  0.1914
58 H 0.78553 -1.57849 -1.03846  0.2623
59 H -0.30238 -0.04257 3.68462  0.1020
60 H -1.78292 -0.23249 2.66021  0.0721
61 H -3.35078 2.54493 4.20559  0.5302
62 H -4.35876 2.62962 2.70885  0.2821
63 H -3.63510 1.02177 3.29888  0.2083
64 H -2.40833 4.29969 3.36826  0.3168
65 H -2.78216 4.34679 1.55974  0.2401
66 H -1.09870 4.21680 2.14356  0.1800
67 H 0.25144 -1.82892 2.84504  0.9518
68 H 1.76059 -3.39333 1.53842  0.6617
69 H 2.20989 -2.00473 0.54482  -0.0729
70 H 2.13866 -1.26131 3.48561  -1.1442
71 H 2.95688 -2.80979 3.30277  0.5992
72 H 4.11087 -1.41634 1.31172  0.3742
73 H 3.97109 -0.31250 2.53800  0.0818
74 H 0.23583 -4.86364 1.37971  0.2298
75 H 0.25978 -3.95431 -0.67521  0.0631
76 O -0.40244 -4.27365 5.57456  -0.6852
77 H -1.03204 -4.37354 4.84679  0.3400
78 H -0.66781 -3.44836 5.99793  0.2844
79 O -1.24498 -1.24050 6.28688  -0.6758
80 H -1.82787 -0.51351 6.52914  0.2708
81 H -1.35221 -1.32392 5.32627  0.3589
82 O 3.68245 -0.61527 -6.57423  -0.6380
83 H 4.15582 0.22402 -6.55157  0.2753
84 H 2.76262 -0.36925 -6.41639  0.2988
85 O -4.06443 -5.54299 2.27081  -0.4993
86 H -4.68654 -5.39057 2.99029  0.2615
87 H -3.19865 -5.34302 2.65992  0.2929
88 O -6.16806 -6.85705 -0.00640  -0.6287
89 H -6.79065 -6.70474 0.71195  0.2799
90 H -5.30492 -6.65625 0.38495  0.3141
91 O 4.58975 2.52474 1.87226  -0.3527
92 H 3.65776 2.72568 1.74016  0.1300
93 H 5.03404 2.98543 1.14614  0.2647
94 O 1.64414 0.85411 5.38028  -0.4469
95 H 1.08289 1.47861 4.90547  0.0556
96 H 1.62793 1.15449 6.29604  0.2359
97 O 1.30600 5.59666 4.14092  -0.6627
98 H 1.21049 5.39585 3.19927  0.3493
99 H 1.49573 4.74326 4.54631  0.2800
100 O 3.07561 1.36820 -8.70730  -0.6363
101 H 3.80415 0.77055 -8.91088  0.3261
102 H 3.29245 2.17343 -9.19177  0.3184
103 O 7.17992 3.80446 3.51479  -0.7218
104 H 7.21071 3.15724 4.23407  0.3556
105 H 6.33137 3.63181 3.08810  0.2868
106 O -8.26197 -6.68011 -2.22829  -0.6510
107 H -7.46741 -6.76058 -1.68238  0.3578
108 H -8.69223 -5.88294 -1.89855  0.3205
109 O 1.96709 -2.26300 5.57822  -0.5529
110 H 1.90492 -1.31686 5.39037  0.2213
111 H 1.71892 -2.33384 6.50661  0.3235
112 O -9.60524 -4.49326 0.31108  -0.6129
113 H -9.53329 -5.15204 1.00983  0.2933
114 H -10.47625 -4.65272 -0.06633  0.3205
115 O 0.85621 8.51779 3.62615  -0.6461
116 H 0.77623 8.32052 2.68801  0.2650
117 H 1.04529 7.65896 4.03030  0.3880
118 O 4.66927 -3.38250 -6.21382  -0.6340
119 H 4.57673 -2.43915 -6.41317  0.3408
120 H 4.45288 -3.44511 -5.27718  0.3101
121 O 7.60761 4.21733 0.75722  -0.5918
122 H 7.52820 5.16239 0.57090  0.3463
123 H 7.39265 4.14223 1.69792  0.3428
124 O -4.39629 5.26362 1.11981  -0.5679
125 H -5.02029 5.07711 0.40764  0.2596
126 H -4.70880 6.09678 1.49275  0.2500
127 O -11.77185 -6.58334 0.47267  -0.6077
128 H -12.17547 -7.36561 0.86430  0.2897
129 H -12.09600 -6.58285 -0.43531  0.3083
130 O 9.07288 1.44375 4.69844  -0.6215
131 H 9.79655 0.83950 4.50133  0.2966
132 H 9.30332 2.24855 4.21883  0.3117
133 O 5.17148 2.05563 5.31755  -0.6599
134 H 4.74356 1.27827 5.69427  0.3048
135 H 4.90692 2.03896 4.38915  0.2571
136 O 1.83664 1.31355 -3.17444  -0.5812
137 H 1.19350 1.47307 -2.48454  0.2224
138 H 2.68387 1.52269 -2.76156  0.3605
139 O 4.80259 2.07725 -3.14101  -0.5974
140 H 5.46472 1.42355 -3.39632  0.3168
141 H 5.31496 2.87534 -2.97355  0.2632
142 O -7.67175 0.43208 -1.80737  -0.5832
143 H -7.64221 -0.21244 -1.08977  0.2945
144 H -8.53274 0.28886 -2.21588  0.2847
145 O 3.30512 2.00385 -11.55859  -0.6202
146 H 3.26642 1.75680 -12.48899  0.2979
147 H 2.41817 1.81675 -11.22854  0.3312
148 O 3.66324 5.37851 1.51293  -0.5632
149 H 3.70510 4.74310 2.23721  0.2726
150 H 2.81737 5.19713 1.08809  0.3013
151 O 0.07953 6.07175 1.66647  -0.4948
152 H -0.57332 6.74655 1.89181  0.2595
153 H 0.03555 6.01577 0.70428  0.2408
154 O -3.38954 -2.93949 -6.09560  -0.5499
155 H -3.42159 -3.17826 -7.02942  0.2730
156 H -4.28127 -3.12284 -5.77701  0.2607
157 O 6.84910 1.46340 -1.07303  -0.5919
158 H 7.33876 2.29631 -1.04927  0.3191
159 H 5.93819 1.72509 -0.90067  0.2555
160 O 2.21004 -5.00450 -7.09763  -0.6439
161 H 2.88537 -5.64607 -7.34057  0.3011
162 H 2.71109 -4.19672 -6.92079  0.3617
163 O 6.03151 6.95827 -0.48079  -0.6167
164 H 5.97798 6.72466 -1.41390  0.3038
165 H 5.14598 6.77751 -0.14053  0.3040


E_LUMO (eV)
-0.75 -0.92